Computed, not measured: 14 unconnected molecules or ions with the total composition C57H139B6F24N9O7, with ωB97M-V/def2-TZVPD.

* energy: -5821.2432 a.u.
* net charge: +2
* max |F|: 4.0 eV/Å
* HOMO: -12.8 eV

Atoms and positions in Å:
C (6.448, -22.704, 14.339)
C (5.991, -23.812, 15.224)
N (4.823, -24.656, 14.627)
C (4.937, -24.824, 13.126)
C (5.029, -25.964, 15.376)
C (6.215, -26.801, 14.781)
C (3.368, -24.109, 14.902)
C (3.012, -24.030, 16.377)
O (3.342, -22.737, 16.831)
C (3.089, -22.552, 18.194)
H (5.649, -22.038, 14.009)
H (6.874, -23.047, 13.420)
H (7.132, -22.003, 14.929)
H (5.602, -23.501, 16.193)
H (6.784, -24.569, 15.418)
H (4.540, -23.955, 12.653)
H (4.387, -25.751, 12.888)
H (5.948, -24.934, 12.870)
H (4.082, -26.516, 15.195)
H (5.089, -25.882, 16.474)
H (7.155, -26.203, 14.687)
H (6.024, -27.113, 13.753)
H (6.565, -27.548, 15.463)
H (2.605, -24.768, 14.520)
H (3.175, -23.199, 14.440)
H (3.568, -24.791, 16.883)
H (1.907, -24.212, 16.466)
H (3.631, -21.642, 18.549)
H (3.353, -23.466, 18.736)
H (2.042, -22.308, 18.433)
C (4.305, -19.607, 7.280)
C (5.730, -19.949, 7.440)
N (5.943, -20.972, 8.469)
C (5.610, -22.355, 7.953)
C (7.365, -21.084, 8.835)
C (8.406, -21.417, 7.729)
C (5.182, -20.800, 9.772)
C (5.556, -19.554, 10.617)
O (5.539, -18.274, 9.941)
C (5.627, -17.132, 10.861)
H (3.531, -20.415, 7.189)
H (4.179, -18.963, 6.437)
H (3.981, -19.063, 8.153)
H (6.257, -19.101, 7.819)
H (6.220, -20.271, 6.483)
H (6.156, -22.382, 6.993)
H (4.548, -22.375, 7.857)
H (5.931, -23.066, 8.680)
H (7.447, -21.926, 9.576)
H (7.590, -20.223, 9.438)
H (8.308, -20.771, 6.861)
H (8.263, -22.482, 7.349)
H (9.372, -21.284, 8.178)
H (5.405, -21.579, 10.451)
H (4.046, -20.814, 9.620)
H (6.455, -19.567, 11.284)
H (4.682, -19.577, 11.308)
H (4.707, -17.116, 11.456)
H (5.599, -16.197, 10.242)
H (6.450, -17.203, 11.512)
C (10.796, -25.599, 20.316)
C (10.802, -27.038, 19.980)
N (9.332, -27.599, 19.876)
C (8.324, -26.682, 19.269)
C (9.344, -28.909, 19.014)
C (9.612, -28.660, 17.546)
C (8.962, -28.046, 21.266)
C (7.528, -27.960, 21.612)
O (7.155, -26.644, 21.837)
C (5.758, -26.504, 21.983)
H (10.053, -25.261, 21.034)
H (10.670, -24.950, 19.434)
H (11.697, -25.267, 20.807)
H (11.274, -27.610, 20.806)
H (11.291, -27.177, 19.026)
H (8.715, -26.198, 18.411)
H (8.172, -25.911, 20.035)
H (7.339, -27.195, 19.151)
H (8.360, -29.276, 19.131)
H (10.016, -29.648, 19.467)
H (8.949, -28.012, 16.978)
H (9.692, -29.673, 17.039)
H (10.570, -28.180, 17.309)
H (9.563, -27.465, 21.989)
H (9.182, -29.140, 21.327)
H (7.270, -28.466, 22.575)
H (6.947, -28.492, 20.833)
H (5.391, -27.239, 22.730)
H (5.212, -26.567, 21.046)
H (5.702, -25.464, 22.220)
C (1.845, -31.760, 9.755)
C (1.961, -31.473, 11.211)
N (2.325, -30.043, 11.703)
C (1.132, -29.188, 11.219)
C (2.478, -30.065, 13.262)
C (1.163, -30.539, 13.934)
C (3.583, -29.501, 11.022)
C (3.862, -28.012, 11.105)
O (3.092, -27.371, 10.129)
C (2.846, -25.961, 10.350)
H (2.714, -31.551, 9.141)
H (1.029, -31.276, 9.183)
H (1.639, -32.830, 9.696)
H (2.697, -32.142, 11.689)
H (0.969, -31.727, 11.671)
H (0.994, -28.415, 11.951)
H (0.277, -29.868, 11.212)
H (1.352, -28.939, 10.150)
H (2.657, -29.067, 13.600)
H (3.293, -30.725, 13.513)
H (1.446, -30.734, 14.939)
H (0.754, -31.445, 13.533)
H (0.424, -29.834, 14.012)
H (3.672, -29.805, 10.011)
H (4.409, -29.876, 11.647)
H (4.932, -27.843, 10.840)
H (3.587, -27.747, 12.164)
H (3.777, -25.451, 10.377)
H (2.262, -25.878, 11.362)
H (2.091, -25.656, 9.665)
C (-1.929, -27.429, 20.849)
C (-0.555, -27.127, 20.248)
N (-0.031, -28.146, 19.324)
C (-0.753, -28.324, 18.046)
C (1.382, -27.641, 18.914)
C (1.484, -26.124, 18.877)
C (0.100, -29.484, 19.960)
C (1.185, -30.476, 19.403)
O (0.797, -31.060, 18.202)
C (1.974, -31.655, 17.509)
H (-2.298, -26.470, 21.234)
H (-1.892, -28.084, 21.699)
H (-2.753, -27.692, 20.134)
H (0.121, -27.032, 21.092)
H (-0.601, -26.242, 19.720)
H (-1.744, -28.676, 18.259)
H (-0.288, -29.084, 17.485)
H (-0.717, -27.383, 17.525)
H (1.637, -28.137, 17.978)
H (2.060, -27.962, 19.768)
H (2.456, -25.791, 18.654)
H (1.211, -25.677, 19.852)
H (0.863, -25.616, 18.101)
H (-0.906, -29.992, 19.894)
H (0.410, -29.363, 21.015)
H (1.264, -31.271, 20.138)
H (2.208, -30.071, 19.310)
H (1.576, -32.091, 16.599)
H (2.454, -32.485, 18.064)
H (2.742, -30.902, 17.300)
C (-2.701, -24.635, 15.181)
C (-2.113, -23.527, 14.274)
N (-2.415, -23.685, 12.811)
C (-2.303, -25.073, 12.317)
C (-3.757, -23.189, 12.527)
C (-4.097, -22.889, 11.077)
C (-1.373, -22.949, 11.981)
C (-0.897, -21.557, 12.396)
O (-2.013, -20.747, 12.798)
C (-1.660, -19.413, 13.092)
H (-2.530, -24.359, 16.224)
H (-2.368, -25.645, 15.060)
H (-3.852, -24.674, 15.128)
H (-1.001, -23.588, 14.286)
H (-2.477, -22.563, 14.564)
H (-3.071, -25.747, 12.781)
H (-1.313, -25.444, 12.581)
H (-2.394, -24.947, 11.243)
H (-3.792, -22.203, 12.977)
H (-4.489, -23.876, 12.975)
H (-4.111, -23.847, 10.441)
H (-3.468, -22.109, 10.794)
H (-5.142, -22.587, 11.129)
H (-1.641, -22.861, 10.907)
H (-0.432, -23.487, 12.105)
H (-0.459, -21.062, 11.531)
H (-0.155, -21.611, 13.206)
H (-0.906, -19.298, 13.930)
H (-2.504, -18.906, 13.438)
H (-1.252, -18.866, 12.277)
C (2.276, -19.189, 14.710)
C (1.781, -20.254, 15.637)
N (1.123, -19.680, 16.870)
C (1.653, -18.698, 17.705)
C (1.013, -18.757, 18.850)
N (0.013, -19.813, 18.741)
C (0.179, -20.329, 17.555)
C (-1.044, -20.166, 19.638)
H (2.824, -19.752, 14.024)
H (2.967, -18.470, 15.252)
H (1.464, -18.660, 14.160)
H (2.526, -20.975, 15.941)
H (0.955, -20.781, 15.281)
H (2.481, -18.065, 17.470)
H (1.044, -18.121, 19.724)
H (-0.255, -21.195, 17.175)
H (-1.652, -20.981, 19.343)
H (-1.703, -19.338, 19.753)
H (-0.610, -20.312, 20.603)
C (13.515, -23.353, 13.365)
C (13.509, -24.671, 14.017)
O (14.216, -25.255, 14.740)
N (12.066, -25.290, 13.837)
H (12.035, -26.105, 14.461)
H (11.379, -24.648, 14.192)
C (11.723, -25.585, 12.360)
H (13.096, -23.437, 12.375)
H (14.503, -22.861, 13.407)
H (12.824, -22.753, 13.957)
H (12.693, -25.657, 11.913)
H (11.038, -24.896, 11.959)
H (11.098, -26.455, 12.390)
B (9.837, -25.214, 16.399)
F (9.993, -26.358, 15.640)
F (10.620, -25.177, 17.532)
F (10.173, -24.083, 15.585)
F (8.495, -25.118, 16.743)
B (-0.990, -23.726, 18.355)
F (-2.188, -22.913, 18.224)
F (-0.344, -23.475, 19.718)
F (-1.274, -25.077, 18.149)
F (-0.058, -23.259, 17.419)
B (2.602, -22.058, 11.968)
F (2.084, -20.779, 11.615)
F (2.747, -22.906, 10.876)
F (3.845, -21.693, 12.626)
F (1.765, -22.611, 12.940)
B (8.359, -24.539, 11.024)
F (7.513, -24.616, 9.920)
F (9.620, -24.964, 10.453)
F (8.607, -23.266, 11.472)
F (7.935, -25.502, 11.992)
B (0.696, -27.113, 14.349)
F (0.333, -25.856, 14.711)
F (0.698, -28.020, 15.409)
F (-0.187, -27.550, 13.310)
F (1.946, -27.094, 13.805)
B (4.913, -28.172, 18.183)
F (3.965, -28.399, 17.121)
F (4.561, -28.978, 19.275)
F (6.173, -28.520, 17.755)
F (4.949, -26.752, 18.547)